ORCA calculation (the ωB97M-V functional and the def2-TZVPD basis) on a molecular structure, C14H30CdN6S.

The geometry in XYZ format:
```
52
C14H30CdN6S the ωB97M-V functional and the def2-TZVPD basis
Cd -0.60645 -0.29908 0.37004
N -1.34634 1.74599 1.38084
C -0.18175 2.64288 1.64462
C 1.01433 1.88384 2.21137
N 1.44150 0.77755 1.33611
C 2.27475 -0.24762 2.00140
C 2.33809 -1.57254 1.25530
N 0.98651 -2.09947 0.91377
H -1.83432 1.49187 2.24905
H -2.02531 2.18175 0.74542
H 0.10227 3.11992 0.70747
H -0.44726 3.42074 2.37788
H 1.81870 2.61177 2.36565
H 0.73682 1.46882 3.19639
H 1.95480 1.14247 0.52952
H 3.30271 0.10242 2.15947
H 1.84545 -0.45030 2.98613
H 2.94973 -1.46505 0.36455
H 2.86479 -2.24745 1.95345
H 1.05289 -2.75523 0.13794
H 0.63438 -2.64942 1.70063
C -0.97980 2.47982 -2.43534
C -0.03316 1.31880 -2.34766
C 1.30858 1.51227 -2.01287
C 2.22315 0.44337 -1.98850
C 3.67781 0.70108 -1.68821
C 1.75043 -0.85060 -2.23960
C 0.39563 -1.08504 -2.56000
C -0.12473 -2.47353 -2.83701
C -0.49339 0.00869 -2.57199
H -1.99268 2.17907 -2.22101
H -0.98348 2.90348 -3.42923
H -0.70333 3.26070 -1.71807
H 1.65222 2.53613 -1.82025
H 4.21725 0.89034 -2.61373
H 4.16507 -0.14415 -1.21443
H 3.82012 1.56347 -1.05104
H 2.42792 -1.69591 -2.22849
H -0.19963 -2.69837 -3.88770
H -1.12786 -2.60727 -2.42576
H 0.51646 -3.23529 -2.40220
H -1.54006 -0.15521 -2.85030
N -2.06916 -1.53330 2.45903
N -3.43119 -1.35512 2.14798
C -3.87781 -1.18780 0.88510
N -5.21657 -1.10043 0.81653
S -2.89100 -1.05195 -0.51198
H -1.79951 -2.48375 2.18735
H -1.95010 -1.51551 3.48168
H -4.11995 -1.28632 2.90883
H -5.79741 -1.18701 1.64590
H -5.70012 -0.95451 -0.06404
```

Results
- multiplicity = 1
- Kohn-Sham gap (hartree) = 0.3327
- net charge = +2

Partial charges, Mulliken, in e: number 1, Cd, carries 1.893; number 2, N, carries -0.603; number 3, C, carries -0.675; number 4, C, carries -0.510; number 5, N, carries 0.016; number 6, C, carries -0.656; number 7, C, carries -0.521; number 8, N, carries -0.568; number 9, H, carries 0.230; number 10, H, carries 0.252; number 11, H, carries 0.282; number 12, H, carries 0.426; number 13, H, carries 0.356; number 14, H, carries 0.388; number 15, H, carries -0.319; number 16, H, carries 0.343; number 17, H, carries 0.416; number 18, H, carries 0.201; number 19, H, carries 0.445; number 20, H, carries 0.181; number 21, H, carries 0.243; number 22, C, carries -1.733; number 23, C, carries 0.685; number 24, C, carries 0.015; number 25, C, carries 0.234; number 26, C, carries -1.674; number 27, C, carries -0.049; number 28, C, carries 0.510; number 29, C, carries -1.619; number 30, C, carries -1.522; number 31, H, carries 0.368; number 32, H, carries 0.429; number 33, H, carries 0.345; number 34, H, carries 0.467; number 35, H, carries 0.430; number 36, H, carries 0.357; number 37, H, carries 0.378; number 38, H, carries 0.594; number 39, H, carries 0.396; number 40, H, carries 0.274; number 41, H, carries 0.373; number 42, H, carries 0.788; number 43, N, carries -0.675; number 44, N, carries -0.107; number 45, C, carries 0.579; number 46, N, carries -0.413; number 47, S, carries -0.434; number 48, H, carries 0.279; number 49, H, carries 0.255; number 50, H, carries 0.247; number 51, H, carries 0.189; number 52, H, carries 0.218

***

ORCA calculation (the ωB97M-V functional and the def2-TZVPD basis) on a molecular structure, C31H32As2ClIN2O4W.

The geometry in XYZ format:
```
74
C31H32As2ClIN2O4W the ωB97M-V functional and the def2-TZVPD basis
W 0.88293 -0.29906 0.37693
C 1.38180 2.39894 -3.59479
C 0.81860 2.99748 -2.33977
N 0.69890 4.30486 -2.29196
C 0.12284 4.91194 -1.24115
C -0.43258 4.22761 -0.19104
C -1.13199 4.96108 0.92874
O -2.46773 4.50983 1.12198
C -0.31049 2.81451 -0.20512
C -1.05032 2.01866 0.72670
N -0.94593 0.72913 0.65970
C -1.47773 -0.22527 1.54401
C -2.13558 -0.00748 2.74337
C -2.39838 -1.11254 3.53231
C -1.95394 -2.38951 3.16543
C -1.25696 -2.58943 1.98990
C -1.03501 -1.49542 1.14634
I 2.13952 -2.39154 1.63519
C 0.40229 2.18986 -1.24861
O 0.68743 0.89139 -1.26855
H 0.82991 2.79511 -4.44642
H 1.30893 1.31367 -3.59732
H 2.42326 2.69594 -3.72333
H 0.09299 5.99438 -1.27701
H -1.09362 6.03317 0.73366
H -0.61027 4.79184 1.87322
H -3.06535 5.01473 0.56112
H -1.69689 2.54688 1.42218
H -2.41108 0.98954 3.05984
H -2.93247 -0.98540 4.46460
H -2.14331 -3.22991 3.81901
H -0.89136 -3.57585 1.74764
C 3.59380 -2.73592 -1.49394
As 2.40536 -1.21834 -1.55258
C 3.58239 0.17767 -2.19073
C 1.20197 -1.64798 -2.99181
C 1.68496 -1.74964 -4.29432
C 0.83643 -2.08436 -5.33662
C -0.50427 -2.33209 -5.08185
C -0.99315 -2.24672 -3.78703
C -0.13613 -1.89763 -2.74470
As -1.02588 -1.92691 -0.97060
C -2.68762 -1.02053 -1.34752
C -1.35803 -3.81734 -0.80833
H 3.04644 -3.64925 -1.27746
H 4.33270 -2.56432 -0.71428
H 4.08475 -2.81104 -2.46426
H 4.60234 -0.11054 -1.94444
H 3.33562 1.11550 -1.70247
H 3.48081 0.28605 -3.26790
H 2.73309 -1.56770 -4.50064
H 1.22050 -2.15599 -6.34503
H -1.17434 -2.59657 -5.88860
H -2.04003 -2.46015 -3.61460
H -3.25339 -1.60040 -2.07260
H -2.45925 -0.04031 -1.76098
H -3.26563 -0.92701 -0.43221
H -1.46270 -4.20330 -1.81990
H -2.26126 -3.99894 -0.23144
H -0.50101 -4.29637 -0.33599
Cl 5.82939 4.00189 5.63742
C 4.79488 3.15142 4.56758
C 5.15833 3.02091 3.22942
C 4.32586 2.33630 2.37046
C 3.13188 1.78912 2.84928
C 2.77747 1.92461 4.19499
C 3.61025 2.60568 5.05654
C 2.25865 1.07801 1.95192
O 2.54313 0.85598 0.70923
O 1.12117 0.59098 2.28605
H 6.08495 3.45421 2.88144
H 4.59137 2.22296 1.32818
H 1.85637 1.48737 4.55588
H 3.36005 2.71926 6.10156
```

Results
- multiplicity = 3
- Kohn-Sham gap (alpha / beta) (hartree) = 0.2378 / 0.2189
- ⟨S²⟩ = 2.021
- net charge = +2

Partial charges, Mulliken, in e: number 1, W, carries -0.050; number 2, C, carries -1.089; number 3, C, carries 0.439; number 4, N, carries -0.570; number 5, C, carries -1.066; number 6, C, carries 0.897; number 7, C, carries -0.974; number 8, O, carries -0.536; number 9, C, carries -0.336; number 10, C, carries -0.491; number 11, N, carries 0.415; number 12, C, carries -0.167; number 13, C, carries -1.129; number 14, C, carries -0.774; number 15, C, carries -0.955; number 16, C, carries -0.495; number 17, C, carries 0.903; number 18, I, carries -0.175; number 19, C, carries 0.960; number 20, O, carries -0.308; number 21, H, carries 0.472; number 22, H, carries 0.037; number 23, H, carries 0.292; number 24, H, carries 0.380; number 25, H, carries 0.478; number 26, H, carries 0.313; number 27, H, carries 0.323; number 28, H, carries 0.668; number 29, H, carries 0.550; number 30, H, carries 0.458; number 31, H, carries 0.516; number 32, H, carries 0.621; number 33, C, carries -1.456; number 34, As, carries 1.630; number 35, C, carries -1.275; number 36, C, carries 0.174; number 37, C, carries -0.564; number 38, C, carries -0.902; number 39, C, carries -0.851; number 40, C, carries -0.939; number 41, C, carries 0.476; number 42, As, carries 1.931; number 43, C, carries -1.458; number 44, C, carries -1.415; number 45, H, carries 0.445; number 46, H, carries 0.505; number 47, H, carries 0.465; number 48, H, carries 0.562; number 49, H, carries 0.199; number 50, H, carries 0.403; number 51, H, carries 0.423; number 52, H, carries 0.440; number 53, H, carries 0.450; number 54, H, carries 0.298; number 55, H, carries 0.625; number 56, H, carries 0.348; number 57, H, carries 0.475; number 58, H, carries 0.527; number 59, H, carries 0.465; number 60, H, carries 0.415; number 61, Cl, carries -0.147; number 62, C, carries 0.423; number 63, C, carries -0.862; number 64, C, carries -0.269; number 65, C, carries 0.061; number 66, C, carries -0.392; number 67, C, carries -0.813; number 68, C, carries 1.399; number 69, O, carries -0.476; number 70, O, carries -0.742; number 71, H, carries 0.442; number 72, H, carries 0.467; number 73, H, carries 0.456; number 74, H, carries 0.448

***

ORCA calculation (the ωB97M-V functional and the def2-TZVPD basis) on 4 unconnected molecules or ions with the total composition C16H32O4.

The geometry in XYZ format:
```
52
C16H32O4 the ωB97M-V functional and the def2-TZVPD basis
C 0.08301 5.92543 -1.99060
C 0.22203 4.41422 -1.95308
C -1.20345 3.93525 -1.68909
O -1.78972 4.96561 -0.87706
C -1.07903 6.18629 -1.03293
H -0.14030 6.24380 -3.01321
H 0.98923 6.45979 -1.71008
H 0.86320 4.08387 -1.13111
H 0.65078 4.00817 -2.86943
H -1.22304 3.04828 -1.05982
H -1.78422 3.86076 -2.61195
H -0.66309 6.43437 -0.04592
H -1.73282 7.01638 -1.30407
C 1.72099 -0.82465 -1.06771
C 1.24263 0.43069 -0.31678
C 2.34969 0.61149 0.75405
O 3.16996 -0.53795 0.70497
C 3.19291 -0.90740 -0.66705
H 1.55123 -0.79850 -2.14322
H 1.25573 -1.71857 -0.65257
H 0.31674 0.19032 0.21015
H 1.10892 1.31639 -0.93133
H 1.99870 0.84456 1.75620
H 2.96837 1.47357 0.45149
H 3.53903 -1.93795 -0.74628
H 3.85867 -0.25860 -1.24641
C 1.26608 -2.73171 3.63108
C 0.54280 -2.96464 2.32318
C 1.19544 -4.24468 1.81670
O 2.54473 -4.19608 2.28310
C 2.68392 -3.20301 3.30161
H 0.83913 -3.27385 4.47831
H 1.27198 -1.69472 3.97735
H 0.65446 -2.11823 1.64364
H -0.53594 -3.08840 2.45874
H 1.23254 -4.19927 0.72601
H 0.70890 -5.14195 2.19863
H 3.26974 -2.37774 2.88816
H 3.17840 -3.64066 4.16899
C -2.45042 -1.20990 -0.07208
C -2.27546 -2.19740 -1.24055
C -3.56938 -2.03522 -2.06105
O -4.47577 -1.30089 -1.24389
C -3.95690 -1.13977 0.07253
H -2.00941 -0.24051 -0.31695
H -1.89971 -1.60370 0.78303
H -2.33145 -3.20708 -0.81953
H -1.31639 -2.08823 -1.73861
H -4.00200 -2.99971 -2.32244
H -3.38983 -1.41972 -2.94555
H -4.30432 -1.95005 0.72936
H -4.33733 -0.19849 0.46308
```

Results
- multiplicity = 1
- Kohn-Sham gap (hartree) = 0.3700
- net charge = 0

Partial charges, Mulliken, in e: number 1, C, carries -0.615; number 2, C, carries -0.387; number 3, C, carries -0.197; number 4, O, carries -0.412; number 5, C, carries -0.401; number 6, H, carries 0.266; number 7, H, carries 0.333; number 8, H, carries 0.161; number 9, H, carries 0.391; number 10, H, carries 0.074; number 11, H, carries 0.284; number 12, H, carries 0.234; number 13, H, carries 0.284; number 14, C, carries -0.114; number 15, C, carries 0.072; number 16, C, carries -0.705; number 17, O, carries -0.405; number 18, C, carries -0.665; number 19, H, carries 0.442; number 20, H, carries -0.162; number 21, H, carries -0.058; number 22, H, carries 0.207; number 23, H, carries 0.400; number 24, H, carries 0.291; number 25, H, carries 0.396; number 26, H, carries 0.269; number 27, C, carries -0.746; number 28, C, carries 0.569; number 29, C, carries -0.546; number 30, O, carries -0.436; number 31, C, carries -0.302; number 32, H, carries 0.305; number 33, H, carries 0.346; number 34, H, carries -0.620; number 35, H, carries 0.358; number 36, H, carries 0.265; number 37, H, carries 0.333; number 38, H, carries 0.157; number 39, H, carries 0.315; number 40, C, carries 0.482; number 41, C, carries -0.485; number 42, C, carries -0.411; number 43, O, carries -0.403; number 44, C, carries -0.574; number 45, H, carries -0.232; number 46, H, carries 0.018; number 47, H, carries 0.232; number 48, H, carries 0.279; number 49, H, carries 0.253; number 50, H, carries 0.282; number 51, H, carries 0.273; number 52, H, carries 0.305

***

ORCA calculation (the ωB97M-V functional and the def2-TZVPD basis) on a gas-phase ion, C4H11N2 (charge +1).

The geometry in XYZ format:
```
17
C4H11N2 the ωB97M-V functional and the def2-TZVPD basis
C 0.12339 1.61441 -1.59079
N 0.47864 0.59534 -0.90121
C 1.01397 0.70300 0.50449
C -0.07306 0.15958 1.34546
C -0.58888 -1.28840 1.01373
N -0.81336 -1.47964 -0.40746
H 0.35718 2.61512 -1.26145
H 0.10448 1.64317 -2.67752
H 2.05275 0.22112 0.46375
H 1.29343 1.68568 0.54032
H 0.11794 0.05723 2.44424
H -0.91495 0.87321 1.10134
H 0.30503 -1.93120 1.23587
H -1.33520 -1.71093 1.58430
H -0.68238 -0.44674 -0.70989
H -1.72840 -1.89877 -0.46979
H -0.07944 -2.04937 -0.72790
```

Results
- multiplicity = 1
- Kohn-Sham gap (hartree) = 0.3893
- net charge = +1

Partial charges, Mulliken, in e: number 1, C, carries -0.273; number 2, N, carries -0.422; number 3, C, carries -0.550; number 4, C, carries -0.565; number 5, C, carries -0.884; number 6, N, carries -0.112; number 7, H, carries 0.264; number 8, H, carries 0.285; number 9, H, carries 0.275; number 10, H, carries 0.496; number 11, H, carries 0.336; number 12, H, carries 0.295; number 13, H, carries 0.322; number 14, H, carries 0.510; number 15, H, carries 0.367; number 16, H, carries 0.327; number 17, H, carries 0.330

***

ORCA calculation (the ωB97M-V functional and the def2-TZVPD basis) on C5H7Cl in the gas phase.

The geometry in XYZ format:
```
13
C5H7Cl the ωB97M-V functional and the def2-TZVPD basis
C -0.02324 2.58531 0.08005
C 0.20394 1.41691 -0.03164
C 0.36100 -0.16679 0.00376
C -0.21063 -0.73183 -1.28458
C -0.20872 -0.79738 1.25279
Cl 2.15698 -0.41930 -0.00086
H -0.17625 3.62312 0.11849
H 0.11420 -1.76173 -1.41714
H -1.29781 -0.70730 -1.24581
H 0.12220 -0.14906 -2.13988
H 0.01018 -1.86331 1.23002
H 0.23525 -0.37009 2.14776
H -1.28711 -0.65855 1.28704
```

Results
- multiplicity = 1
- Kohn-Sham gap (hartree) = 0.4120
- net charge = 0

Partial charges, Mulliken, in e: number 1, C, carries 0.091; number 2, C, carries -0.952; number 3, C, carries 1.065; number 4, C, carries -1.283; number 5, C, carries -1.290; number 6, Cl, carries -0.203; number 7, H, carries 0.477; number 8, H, carries 0.362; number 9, H, carries 0.335; number 10, H, carries 0.353; number 11, H, carries 0.354; number 12, H, carries 0.353; number 13, H, carries 0.337

***

no.,molecular weight (g/mol),DFT total energy (eV)
1,426.9,-39332.977
2,992.6,-187948.664
3,288.4,-25298.808
4,87.1,-7297.753
5,102.6,-17819.060